# C36H26ClNO2PPdSTe

C36H26ClNO2PPdSTe as an isolated structure (wB97M-V/def2-TZVPD, the OMol25 dataset).

Structure (XYZ):
```
70
Properties=species:S:1:pos:R:3:mulliken_charge:R:1
Pd 0.4032 1.0981 0.5179 -0.33
Cl -6.7863 -1.7885 4.7845 -0.18
C -5.2590 -1.1401 4.3102 0.42
C -5.2110 -0.1790 3.3088 -0.74
C -3.9865 0.3369 2.9309 -0.29
C -2.8207 -0.1054 3.5522 0.22
C -2.8836 -1.0681 4.5577 -0.29
C -4.1059 -1.5893 4.9394 -0.77
C -1.5322 0.4645 3.1175 0.82
O -0.4714 0.0092 3.7689 -0.51
O -1.4307 1.2821 2.2074 -0.47
H -6.1255 0.1558 2.8406 0.42
H -3.9221 1.0894 2.1571 0.43
H -1.9775 -1.4057 5.0403 0.44
H -4.1739 -2.3352 5.7182 0.43
N -0.9390 7.7764 -1.9747 -0.48
C -0.7374 6.6875 -1.6706 -0.20
C -0.4850 5.3240 -1.2901 0.38
C -0.5713 4.9508 0.0470 -1.13
C -0.3322 3.6314 0.4000 -0.30
C 0.0131 2.6971 -0.5697 0.80
C 0.0867 3.0649 -1.9046 0.72
C -0.1626 4.3819 -2.2614 -1.07
H -0.8349 5.6822 0.7985 0.49
H -0.4410 3.3459 1.4437 0.41
H 0.3405 2.3610 -2.6834 0.38
H -0.1037 4.6816 -3.2991 0.50
Te 1.2968 0.7394 3.1421 0.40
C 2.3310 -0.9695 3.5644 0.07
C 2.9494 -1.2479 4.7605 -0.54
C 3.6009 -2.4991 4.7432 -0.62
C 3.4700 -3.1328 3.5374 -0.48
S 2.5847 -2.2152 2.4167 0.28
H 2.9251 -0.5839 5.6127 0.40
H 4.1387 -2.9153 5.5815 0.41
H 3.8697 -4.0949 3.2577 0.42
C 1.6022 -4.4166 -0.1641 -0.62
C 2.5734 -3.6742 -0.8197 -0.69
C 2.3290 -2.3499 -1.1604 -0.37
C 1.1057 -1.7697 -0.8418 1.03
C 0.1352 -2.5164 -0.1682 -0.47
C 0.3827 -3.8357 0.1661 -0.69
P 0.6743 -0.0781 -1.3312 0.87
C -0.8459 -0.3257 -2.2840 0.51
C -1.9742 0.4601 -2.0693 -0.48
C -3.1334 0.2271 -2.7964 -0.78
C -3.1731 -0.7924 -3.7342 -0.60
C -2.0572 -1.5953 -3.9387 -0.82
C -0.9016 -1.3706 -3.2116 -0.38
C 1.9986 0.4780 -2.4280 0.26
C 3.1202 1.0641 -1.8432 -0.65
C 4.1834 1.4733 -2.6313 -0.73
C 4.1251 1.3127 -4.0094 -0.54
C 3.0053 0.7428 -4.5973 -0.73
C 1.9424 0.3224 -3.8109 -0.02
H 1.7907 -5.4530 0.0845 0.42
H 3.5201 -4.1283 -1.0816 0.44
H 3.0832 -1.7807 -1.6888 0.37
H -0.8259 -2.0713 0.0674 0.48
H -0.3759 -4.4142 0.6762 0.45
H -1.9529 1.2498 -1.3304 0.37
H -4.0063 0.8423 -2.6243 0.47
H -4.0775 -0.9720 -4.3000 0.42
H -2.0919 -2.4030 -4.6574 0.44
H -0.0468 -2.0220 -3.3519 0.49
H 3.1503 1.2135 -0.7698 0.37
H 5.0507 1.9291 -2.1730 0.44
H 4.9503 1.6419 -4.6266 0.40
H 2.9547 0.6286 -5.6718 0.45
H 1.0686 -0.1070 -4.2818 0.45
```

For the orbital gap, the calculation gives 7.80 eV. The value obtained for the HOMO energy is -0.4222 hartree. Its spin multiplicity is 1. As for the net charge: +1.